{"formula": "C44H65BrN3O4P", "method": "the ωB97M-V functional and the def2-TZVPD basis", "lumo_ev": -1.571, "total_charge": 0, "homo_ev": -7.8, "e_tot_ha": -5094.94190, "smiles": "CC[C@@H](Br)c1ccc2c(c1)C(=O)c1c(c(CCN(CC)C(C)=O)cc(COc3ccccc3)c1P(C)C)C2=O.CCN(CC)CC.CCN(CC)CC", "orbital_gap_ev": 6.18, "symbols": ["C", "C", "C", "Br", "C", "C", "C", "C", "C", "C", "C", "O", "C", "C", "C", "C", "C", "N", "C", "C", "C", "C", "O", "C", "C", "C", "O", "C", "C", "C", "C", "C", "C", "C", "P", "C", "C", "C", "O", "H", "H", "H", "H", "H", "H", "H", "H", "H", "H", "H", "H", "H", "H", "H", "H", "H", "H", "H", "H", "H", "H", "H", "H", "H", "H", "H", "H", "H", "H", "H", "H", "H", "H", "H", "C", "C", "N", "C", "C", "C", "C", "H", "H", "H", "H", "H", "H", "H", "H", "H", "H", "H", "H", "H", "H", "H", "C", "C", "N", "C", "C", "C", "C", "H", "H", "H", "H", "H", "H", "H", "H", "H", "H", "H", "H", "H", "H", "H"], "positions_angstrom": [[9.69951, 2.14061, -0.70528], [9.45591, 3.71576, -0.21073], [8.35381, 4.48887, -1.14745], [8.37213, 3.96194, -3.07717], [6.78602, 4.31528, -0.62528], [6.46715, 3.54319, 0.79406], [4.89493, 3.41282, 1.32072], [3.66867, 4.06012, 0.44582], [3.97457, 4.81865, -1.01263], [5.52846, 4.93822, -1.53425], [2.65860, 5.44461, -1.83223], [2.73774, 6.65678, -2.39181], [1.30700, 4.48551, -1.83124], [0.99819, 3.74468, -0.36321], [-0.31365, 2.79063, -0.12281], [-0.74402, 2.04970, 1.27512], [-1.06248, 0.45373, 0.93140], [0.17250, -0.09988, 0.25450], [0.66857, -1.30046, 1.03209], [1.64365, -2.29815, 0.15315], [-0.10984, -0.58244, -1.15865], [0.85498, 0.07957, -2.35153], [-1.07933, -1.47762, -1.48100], [-1.32359, 2.59310, -1.41439], [-1.01429, 3.33283, -2.88076], [-2.13597, 3.08112, -4.04617], [-2.90005, 4.31713, -4.30001], [-3.71592, 4.59940, -3.07228], [-5.09635, 3.76065, -2.68530], [-5.99969, 3.99382, -1.33722], [-5.55924, 5.13673, -0.24504], [-4.20903, 6.03831, -0.60433], [-3.29552, 5.79415, -1.98287], [0.30750, 4.29524, -3.15978], [0.73034, 5.18902, -4.77920], [2.63166, 5.07830, -5.19524], [-0.09757, 4.46472, -6.32858], [2.06261, 3.98505, 0.90410], [1.69217, 4.14539, 2.17699], [9.96791, 1.47396, 0.24654], [10.54408, 2.13704, -1.51764], [8.70474, 1.67326, -1.14089], [10.50367, 4.25991, -0.38345], [9.25515, 3.78808, 0.94766], [8.58792, 5.64584, -1.06031], [7.27861, 3.05377, 1.50240], [4.68150, 2.88470, 2.34310], [5.81005, 5.48072, -2.53714], [0.03614, 2.12897, 2.14374], [-1.78930, 2.51022, 1.62021], [-1.97626, 0.38534, 0.20115], [-1.36122, -0.07934, 1.93040], [-0.26124, -1.94275, 1.36014], [1.27990, -0.89536, 1.95257], [2.38337, -1.69793, -0.54821], [0.95970, -3.06393, -0.45464], [2.27128, -2.98534, 0.90000], [1.35793, -0.75230, -3.01721], [0.19977, 0.77473, -3.03595], [1.68261, 0.77555, -1.84705], [-2.31153, 1.94218, -1.29830], [-1.69900, 2.58146, -5.03856], [-2.93102, 2.28636, -3.64425], [-5.42242, 2.90015, -3.43861], [-6.95768, 3.31704, -1.12767], [-6.19742, 5.27003, 0.73581], [-3.93052, 6.86474, 0.20856], [-2.34470, 6.49369, -2.15872], [3.22272, 4.43859, -4.37937], [2.82702, 4.58202, -6.24963], [3.12220, 6.14047, -5.20877], [-1.20936, 4.83373, -6.50548], [-0.05697, 3.29608, -6.28944], [0.50034, 4.80703, -7.29946], [-1.40381, -6.92243, -0.99540], [-2.92478, -6.88985, -0.87404], [-3.43608, -5.92265, 0.10241], [-4.87322, -6.07263, 0.36096], [-5.83105, -5.79545, -0.79475], [-2.98158, -4.53939, -0.06154], [-3.30154, -3.84787, -1.38155], [-0.93337, -7.15799, -0.03487], [-1.10730, -7.69579, -1.71321], [-0.99867, -5.97384, -1.36122], [-3.23834, -7.89667, -0.56772], [-3.34884, -6.71979, -1.86960], [-5.15703, -5.44217, 1.21340], [-5.04872, -7.10017, 0.70550], [-5.95449, -4.72556, -0.96757], [-6.82310, -6.19170, -0.55162], [-5.51566, -6.26969, -1.72716], [-1.89526, -4.51249, 0.08573], [-3.37271, -3.92720, 0.76161], [-3.15168, -4.49917, -2.24690], [-2.64456, -2.97816, -1.51266], [-4.32721, -3.47225, -1.40004], [-0.59832, -1.64854, 5.70753], [-1.22221, -2.79218, 4.91255], [-0.47241, -4.05117, 4.96835], [-0.96710, -5.05676, 4.02031], [-2.37966, -5.59411, 4.23442], [-0.17180, -4.56372, 6.30767], [-1.35149, -4.86305, 7.22512], [0.41777, -1.43169, 5.36123], [-1.19783, -0.73999, 5.57954], [-0.56528, -1.86180, 6.78047], [-1.27168, -2.45941, 3.86725], [-2.25665, -2.92412, 5.24784], [-0.26853, -5.90280, 3.99022], [-0.92041, -4.62269, 3.01296], [-2.41587, -6.31757, 5.04995], [-2.71257, -6.11941, 3.33246], [-3.10672, -4.80280, 4.43181], [0.48332, -3.84481, 6.81415], [0.44684, -5.46665, 6.22205], [-2.12914, -4.09594, 7.17734], [-1.00757, -4.91171, 8.26654], [-1.80170, -5.83204, 6.99749]], "lowdin_charge": [-0.172, -0.278, -0.649, 0.632, -0.158, -0.002, 0.010, -0.025, -0.013, 0.027, -0.227, -0.047, -0.019, 0.024, -0.069, -0.130, -0.186, -0.139, -0.230, -0.110, -0.278, -0.032, -0.057, 0.048, -0.103, -0.204, -0.185, -0.148, -0.021, -0.082, -0.081, -0.059, 0.016, -0.236, 0.873, -0.316, -0.356, -0.190, -0.037, 0.085, 0.073, 0.071, 0.118, 0.102, 0.115, 0.091, 0.098, 0.089, 0.112, 0.133, 0.116, 0.125, 0.115, 0.133, 0.087, 0.088, 0.092, 0.094, 0.068, 0.096, 0.115, 0.130, 0.125, 0.096, 0.091, 0.082, 0.086, 0.105, 0.052, 0.050, 0.048, 0.061, 0.039, 0.065, -0.092, -0.270, -0.190, -0.255, -0.095, -0.251, -0.082, 0.076, 0.073, 0.062, 0.117, 0.094, 0.110, 0.107, 0.054, 0.071, 0.067, 0.092, 0.114, 0.074, 0.037, 0.057, -0.092, -0.271, -0.188, -0.246, -0.088, -0.251, -0.092, 0.076, 0.072, 0.064, 0.102, 0.095, 0.113, 0.100, 0.054, 0.065, 0.067, 0.100, 0.115, 0.069, 0.074, 0.055]}